[1]
{"formula": "C20H44Cl4O2P2Y", "method": "ωB97M-V/def2-TZVPD", "species": ["Y", "Cl", "P", "C", "C", "C", "C", "H", "C", "H", "H", "H", "H", "H", "H", "H", "C", "C", "H", "H", "H", "H", "H", "H", "C", "H", "C", "H", "H", "H", "H", "H", "H", "Cl", "H", "P", "C", "C", "C", "C", "H", "C", "H", "H", "H", "H", "H", "H", "H", "C", "C", "H", "H", "H", "H", "H", "H", "C", "H", "C", "H", "H", "H", "H", "H", "H", "Cl", "C", "Cl", "C", "O", "O", "H"], "coordinates": [[0.00543, 0.81330, 0.73105], [0.11994, 0.03290, -1.66975], [0.34463, 3.35739, -0.49206], [-0.98010, 3.93185, -1.66249], [0.49290, 4.69989, 0.76899], [1.84705, 3.36596, -1.57798], [-2.26934, 3.12020, -1.46845], [-0.56622, 3.66955, -2.65184], [-1.24555, 5.43604, -1.63293], [-1.60285, 5.77495, -0.65392], [-2.03091, 5.66060, -2.36492], [-0.36524, 6.02816, -1.90944], [-2.09479, 2.04982, -1.64609], [-3.01032, 3.46888, -2.20197], [-2.70939, 3.22180, -0.46389], [1.47788, 2.82144, -2.46173], [3.01096, 2.55551, -0.98770], [2.24864, 4.77413, -2.01339], [1.49892, 5.23004, -2.67438], [3.18635, 4.70724, -2.58121], [2.42502, 5.45083, -1.16576], [2.71098, 1.53855, -0.69024], [3.47423, 3.04954, -0.12317], [3.77390, 2.44686, -1.77064], [-0.67243, 4.56868, 1.76310], [0.40147, 5.64093, 0.20788], [1.83371, 4.68623, 1.50648], [-1.65876, 4.50733, 1.28445], [-0.67727, 5.44779, 2.42198], [-0.55785, 3.67401, 2.40012], [2.00721, 3.71528, 1.99478], [1.80809, 5.46675, 2.28145], [2.68489, 4.90435, 0.84984], [1.84378, 1.01552, 2.40888], [0.06182, -1.22117, 1.11108], [0.14658, -4.05730, -0.39691], [1.25134, -4.56375, -1.74421], [0.68972, -4.57571, 1.27225], [-1.61101, -4.30532, -0.77466], [2.21568, -3.38776, -2.01829], [0.57221, -4.66795, -2.60897], [1.94685, -5.90987, -1.53400], [2.52593, -5.94062, -0.60310], [2.62976, -6.07906, -2.37839], [1.21874, -6.73103, -1.51949], [1.66945, -2.43554, -2.08630], [2.74468, -3.54129, -2.96833], [2.96525, -3.29491, -1.22102], [-1.65684, -4.15397, -1.86981], [-2.44960, -3.18162, -0.12144], [-2.10904, -5.72210, -0.48683], [-1.72613, -6.42766, -1.23304], [-3.20533, -5.72943, -0.55474], [-1.81026, -6.08199, 0.50675], [-1.84209, -2.31763, 0.17674], [-2.99829, -3.54335, 0.75851], [-3.18409, -2.80421, -0.84238], [2.08712, -4.00873, 1.57317], [0.73753, -5.67138, 1.18024], [-0.30672, -4.19383, 2.37300], [2.86676, -4.43639, 0.93094], [2.35717, -4.25560, 2.60751], [2.07341, -2.91430, 1.47014], [-0.47920, -3.11300, 2.36867], [0.12175, -4.45468, 3.34564], [-1.26347, -4.71506, 2.29000], [-2.60323, 1.76494, 4.47121], [-3.44395, 0.77177, 3.25511], [-5.18326, 0.71135, 3.46668], [-3.06981, 1.40988, 1.90750], [-3.70609, 2.31515, 1.40591], [-1.95148, 0.87230, 1.44639], [-3.03682, -0.24151, 3.28943]], "forces_ev_per_angstrom": [[0.193, -2.279, 0.291], [0.078, 0.239, -0.705], [0.140, 0.156, -0.090], [0.078, -0.115, -0.067], [0.080, 0.232, -0.410], [-0.267, 0.095, 0.168], [-0.132, 0.033, -0.031], [-0.146, 0.088, 0.239], [-0.193, 0.101, -0.253], [0.034, -0.069, -0.173], [0.059, 0.042, 0.105], [-0.151, -0.101, 0.138], [0.006, 0.262, 0.054], [0.041, -0.120, 0.145], [0.209, 0.027, -0.331], [0.116, 0.018, 0.231], [0.079, 0.030, -0.125], [0.345, 0.059, -0.266], [0.161, -0.120, 0.211], [-0.103, 0.140, 0.036], [-0.064, -0.185, -0.218], [0.031, 0.379, -0.086], [-0.159, -0.162, -0.197], [-0.029, 0.004, 0.192], [-0.021, 0.033, 0.088], [0.027, -0.031, 0.348], [0.035, -0.007, 0.203], [0.228, -0.034, 0.037], [-0.031, -0.190, -0.037], [0.016, 0.270, -0.224], [-0.015, 0.278, -0.117], [0.059, -0.197, -0.094], [-0.223, -0.079, 0.137], [0.507, 0.482, 0.391], [-0.047, 0.328, 0.146], [0.157, 3.658, 0.185], [-0.026, -0.627, -0.051], [-0.042, -1.486, -0.350], [-0.005, -0.726, -0.097], [0.010, -0.152, -0.246], [0.199, 0.098, 0.173], [0.230, -0.008, -0.542], [-0.093, 0.018, -0.201], [0.077, -0.198, 0.217], [0.132, 0.156, 0.071], [0.132, -0.372, 0.131], [0.075, -0.077, 0.081], [-0.191, -0.008, -0.114], [0.148, 0.005, 0.392], [-0.210, 0.030, -0.034], [-0.649, -0.013, -0.147], [0.027, 0.062, 0.143], [0.032, -0.277, 0.108], [-0.132, 0.152, -0.179], [0.039, -0.287, -0.026], [0.142, 0.028, -0.116], [-0.059, -0.146, 0.126], [-0.181, 0.061, 0.031], [0.281, -0.107, 0.746], [0.111, 0.171, -0.089], [-0.198, 0.174, 0.013], [-0.032, 0.035, -0.086], [0.011, -0.242, -0.025], [-0.011, -0.069, -0.100], [0.011, -0.039, -0.030], [0.041, 0.056, -0.121], [-0.157, -0.125, 0.232], [0.356, -0.117, -0.547], [-0.193, 0.013, 0.280], [1.289, -0.220, -0.940], [0.198, -0.543, 0.393], [-2.330, 1.230, 0.814], [-0.132, 0.287, 0.178]], "lowdin_charge": [0.5023, -0.1679, 0.9727, -0.5340, -0.5662, -0.5593, -0.1274, 0.1058, -0.1261, 0.0706, 0.0771, 0.0590, 0.0438, 0.0764, 0.0504, 0.0895, -0.1303, -0.1172, 0.0635, 0.0757, 0.0640, 0.0354, 0.0661, 0.0767, -0.1146, 0.0848, -0.1275, 0.0643, 0.0819, 0.0695, 0.0191, 0.0798, 0.0534, -0.1972, -0.1323, 1.0114, -0.5769, -0.5796, -0.5699, -0.1447, 0.1008, -0.1376, 0.0552, 0.0659, 0.0670, 0.0197, 0.0639, 0.0656, 0.0997, -0.1382, -0.1406, 0.0637, 0.0653, 0.0585, 0.0127, 0.0672, 0.0680, -0.1293, 0.0849, -0.1290, 0.0499, 0.0696, 0.0636, 0.0382, 0.0688, 0.0551, 0.5965, -1.0225, 0.6026, -0.7246, 0.0244, -0.2970, 0.0699], "total_charge": -1, "orbital_gap_ev": 5.978}


[2]
{"formula": "H2P2S4", "method": "ωB97M-V/def2-TZVPD", "species": ["P", "P", "S", "S", "S", "S", "H", "H"], "coordinates": [[-0.88388, 0.47187, -1.14748], [0.11953, -0.38290, 1.42096], [-0.86164, -2.28393, 3.32120], [0.11620, 1.50642, 0.34424], [-0.21247, -1.50598, -0.37665], [0.36273, 0.64481, -2.80685], [1.38017, -0.42445, 2.15249], [-0.02064, 1.97415, -2.90791]], "forces_ev_per_angstrom": [[-0.923, -1.240, -0.080], [-1.009, -0.063, 1.246], [0.273, 0.495, -0.578], [0.808, 0.055, 1.150], [0.381, 0.865, 0.092], [0.309, 0.992, -0.436], [-0.071, -0.152, -1.233], [0.232, -0.951, -0.161]], "lowdin_charge": [-0.1263, 0.0473, -0.0427, 0.0619, 0.0647, 0.2494, -0.0967, -0.1577], "total_charge": 0, "de_lowest_kj_mol": 143.3, "spin_multiplicity": 3, "s_squared": 2.021, "orbital_gap_ev": [7.556, 6.591]}


[3]
{"formula": "C3H2FNO", "method": "ωB97M-V/def2-TZVPD", "species": ["C", "C", "C", "H", "H", "N", "O", "F"], "coordinates": [[-0.40893, -0.11795, -0.87991], [0.15977, -0.99245, -0.06666], [0.04617, 0.94314, 0.87380], [0.39950, -1.96109, -0.12768], [0.27376, 1.50902, 1.71083], [-0.38105, 1.10905, -0.32276], [0.51028, -0.32017, 1.05586], [-0.59950, -0.16954, -2.24348]], "forces_ev_per_angstrom": [[0.830, 1.378, -2.882], [-0.140, 1.687, 0.554], [1.132, -2.201, -1.519], [0.814, -3.304, -0.215], [-0.049, 1.743, 0.940], [-1.435, 1.646, 0.466], [-0.835, -0.484, 0.697], [-0.317, -0.465, 1.959]], "lowdin_charge": [-0.3122, -0.0305, -0.1458, 0.0962, 0.1194, 0.1681, 0.0446, 0.0602], "smiles": "Fc1cocn1", "total_charge": 0, "de_lowest_kj_mol": 47.5, "orbital_gap_ev": 10.768}


Number 1: maximum force 3.67 eV/A. Number 2: maximum force 1.60 eV/A. Number 3: maximum force 3.41 eV/A.